C2H2Cl2O2 | ωB97M-V with the def2-TZVPD basis set

Geometry (Å):
C: 3.255 -0.056 -0.576
C: 0.066 0.242 0.601
O: 2.786 -0.039 -1.641
O: 1.021 -0.430 0.904
Cl: 3.383 1.457 0.332
Cl: 4.011 -1.413 0.123
H: -0.771 0.403 1.377
H: 0.020 0.928 -0.380

Atoms 1-3, force components in eV/Å:
C 0.667 1.189 0.368
C -5.720 4.098 -2.240
O -0.820 -0.340 -1.169

Calculated values
* multiplicity: 3
* <S²>: 2.006
* orbital gap (spin up / spin down): 7.42 / 8.54 eV
* electronic energy: -31241.610 eV
* molecular weight: 128.94 g mol⁻¹
* energy above the lowest of the compared OMol25 structures with the same formula, charge and spin: 0.204 eV

Löwdin charges, unit e, in atom order: -1.338 -0.250 0.001 -0.015 0.635 0.715 0.112 0.141